The following is a DFT calculation (wB97M-V/def2-TZVPD) of a cluster of 2 separate species, C36H52F2IN2O4 in total.

Output
F_max ... 9.417 eV Å⁻¹
E_tot ... -2309.70296 a.u.
LUMO energy ... -0.092 Eh
Energy relative to the best compared isomer or geometry (same formula, charge and spin) ... 491.2 kcal per mole

```
! wB97M-V def2-TZVPD RIJCOSX def2/J DEFGRID3
* xyz 1 1
I -2.018 -1.293 -2.645
F -3.031 2.890 3.302
F 4.689 -3.588 -1.368
O 3.577 2.434 -1.005
O 1.878 4.322 -2.236
O -1.142 2.990 -0.937
O -7.112 1.687 0.926
N -4.793 2.498 0.465
N -1.158 2.118 1.987
C -3.626 1.726 1.039
C 0.424 -4.209 5.060
C 0.481 4.726 -2.001
C 4.632 -3.965 -3.695
C -0.701 -0.261 -1.144
C -2.788 1.066 -0.177
C 5.296 -6.639 -3.232
C -0.696 0.823 1.441
C -0.541 3.429 -2.235
C -6.006 1.700 0.125
C -2.392 2.277 -1.218
C 2.804 4.928 -1.267
C -6.276 0.861 -1.298
C -4.348 0.769 2.151
C 4.497 1.576 -0.190
C -2.546 2.603 1.896
C -1.161 -4.467 4.723
C -5.270 3.653 1.283
C 4.780 -4.841 -4.770
C 4.826 -4.432 -2.400
C 5.109 -6.179 -4.537
C 0.995 -1.950 -2.567
C -1.637 -2.728 0.695
C -2.218 -1.257 0.872
C 0.694 -2.868 2.481
C 0.953 1.033 1.231
C -1.485 0.083 0.239
C 2.056 2.502 3.676
C -1.761 -3.940 3.294
C 5.159 -5.760 -2.159
C 1.328 -3.400 3.931
C 0.651 -1.144 -1.156
C 3.492 3.756 -0.303
C 4.398 -0.022 -0.559
C -0.868 -3.152 2.119
C 1.722 1.648 2.583
H -5.881 -0.232 -1.166
H 2.367 2.815 4.784
H -1.829 -5.046 5.490
H -7.435 0.926 -1.546
H 5.603 1.951 -0.284
H 0.829 -4.625 6.079
H 2.860 3.705 0.684
H 1.372 -0.087 1.246
H 1.216 1.612 0.250
H -5.722 1.486 -2.127
H 2.469 -3.242 4.210
H -3.201 3.076 -1.434
H 3.987 -0.141 -1.671
H 2.316 5.728 -0.557
H 0.229 5.597 -2.749
H -4.784 -0.249 1.704
H -0.339 0.686 -1.780
H 1.580 -0.396 -1.051
H 0.143 2.592 -2.724
H 4.591 4.065 0.007
H -0.690 0.065 2.369
H 0.492 -3.011 -2.639
H 4.639 -4.484 -5.787
H 4.369 -2.925 -3.857
H -3.337 -1.291 0.448
H 3.607 -0.489 0.201
H 5.310 -6.098 -1.139
H -6.253 4.144 0.815
H -2.515 3.683 1.384
H 3.727 5.459 -1.802
H -3.606 0.447 -0.792
H -2.916 -4.165 3.092
H -2.410 -1.168 2.051
H -5.220 1.284 2.760
H -1.065 -3.035 -0.263
H -3.572 0.413 2.986
H -2.579 -3.472 0.702
H -0.526 2.878 1.587
H -0.918 2.119 3.028
H -1.345 3.704 -3.046
H 1.398 -2.295 1.747
H -2.221 1.743 -2.276
H 5.220 -6.863 -5.375
H 2.165 -2.184 -2.483
H 4.152 1.687 0.939
H 0.893 -1.290 -3.528
H 5.548 -7.681 -3.053
H -4.505 4.566 1.365
H 5.427 -0.560 -0.409
H -5.562 3.404 2.403
H 0.255 5.108 -0.912
H 0.802 -1.923 -0.303
*
```